P.
9 unconnected molecules or ions with the total composition C9H36O9. Source: OMol25; level of theory: the ωB97M-V functional and the def2-TZVPD basis.

Geometry as XYZ:
```
54
Properties=species:S:1:pos:R:3:nbo_charge:R:1
C -6.3014 20.4092 5.4212 -0.2474
O -6.1891 19.1906 6.1588 -0.7375
H -6.8702 21.2016 5.9076 0.1847
H -5.2825 20.7835 5.3223 0.1635
H -6.6762 20.1667 4.4267 0.1642
H -5.3393 18.8034 5.9364 0.4719
C -3.9343 24.8293 2.2824 -0.2412
O -5.1514 24.2084 2.5597 -0.7308
H -3.0795 24.1545 2.2387 0.1562
H -4.0015 25.2682 1.2870 0.1573
H -3.6916 25.5936 3.0207 0.1826
H -5.3930 23.5978 1.8594 0.4763
C -11.3927 24.6086 7.8016 -0.2400
O -12.7145 25.0108 7.6580 -0.7258
H -10.9378 25.3420 8.4674 0.1569
H -11.2856 23.6278 8.2650 0.1852
H -10.8344 24.6062 6.8654 0.1570
H -12.7877 25.8643 7.2246 0.4666
C -5.2067 14.1920 8.3014 -0.2504
O -5.8420 12.9821 8.7089 -0.7151
H -5.3176 14.3014 7.2226 0.1597
H -5.7812 14.9770 8.7932 0.1816
H -4.1460 14.2316 8.5496 0.1650
H -5.7714 12.4480 7.9143 0.4587
C -1.3113 17.7290 6.4060 -0.2469
O -2.4197 17.2077 5.7358 -0.7272
H -1.0056 18.6664 5.9412 0.1606
H -1.4540 17.8761 7.4766 0.1809
H -0.4339 17.0852 6.3454 0.1621
H -2.1273 16.6148 5.0398 0.4715
C -4.9235 21.2734 -1.3865 -0.2383
O -5.8654 21.0766 -0.3761 -0.7320
H -4.1524 20.5032 -1.4078 0.1591
H -5.3563 21.3349 -2.3850 0.1627
H -4.4677 22.2278 -1.1230 0.1769
H -6.4479 20.3258 -0.5120 0.4722
C -7.7060 14.7655 2.8469 -0.2368
O -8.8723 14.7716 2.0911 -0.7286
H -7.9931 14.6155 3.8876 0.1589
H -7.0550 13.9448 2.5455 0.1560
H -7.2019 15.7298 2.7823 0.1809
H -9.5062 14.1071 2.3707 0.4695
C -10.0690 16.6536 8.3296 -0.2467
O -9.7753 17.9534 8.8025 -0.7243
H -9.5795 15.9612 9.0146 0.1617
H -11.1279 16.4163 8.2273 0.1792
H -9.6216 16.5203 7.3447 0.1596
H -8.9022 18.1675 8.4657 0.4699
C -7.4686 27.4175 4.9906 -0.2530
O -6.6814 26.4608 5.7386 -0.7321
H -7.1443 27.4665 3.9511 0.1642
H -8.5131 27.1196 4.8986 0.1636
H -7.3459 28.4424 5.3406 0.1819
H -6.3899 25.7604 5.1502 0.4749
```

Computed properties:
E_LUMO, eV: 0.21
Frontier orbital gap, eV: 10.22
SMILES: CO.CO.CO.CO.CO.CO.CO.CO.CO

---

Q.
A molecular structure, C9H36O9. Source: OMol25; level of theory: the ωB97M-V functional and the def2-TZVPD basis.

Geometry as XYZ:
```
54
Properties=species:S:1:pos:R:3:nbo_charge:R:1
C 2.5114 -1.2320 -0.2409 -0.3074
O 2.3829 -1.4176 1.2053 -0.6943
H 2.7517 -2.1437 -0.7879 0.1887
H 1.6209 -0.7042 -0.5822 0.2412
H 3.3881 -0.6253 -0.4678 0.1939
H 2.1968 -2.3314 1.4331 0.5188
C -2.4644 2.4377 -0.6839 -0.2755
O -2.3141 1.0576 -0.9927 -0.6533
H -1.5597 2.8346 -0.2234 0.2052
H -2.6964 3.0397 -1.5625 0.2021
H -3.2431 2.5829 0.0650 0.1942
H -2.7384 0.9391 -1.8456 0.5153
C -3.8464 0.3474 1.5226 -0.2457
O -4.1536 0.7229 2.8583 -0.7091
H -3.9606 -0.7106 1.2868 0.1635
H -4.5233 0.8193 0.8104 0.1371
H -2.8632 0.7078 1.2202 0.1904
H -5.0374 0.3839 3.0186 0.4641
C 1.2610 0.1946 -2.8944 -0.2536
O 0.7699 -1.0082 -3.4975 -0.7941
H 1.3594 0.9614 -3.6628 0.1875
H 0.6918 0.6159 -2.0658 0.1437
H 2.2547 0.0614 -2.4666 0.1332
H 0.6078 -1.6484 -2.8007 0.4415
C 2.2026 1.0901 2.2825 -0.2449
O 3.2704 0.1918 2.0947 -0.7719
H 1.3202 0.6656 1.8037 0.1513
H 1.9940 1.3147 3.3285 0.1614
H 2.4237 2.0558 1.8279 0.1229
H 2.9390 -0.5487 1.5815 0.4393
C 0.0459 0.5615 0.1782 -0.2944
O -1.1889 -0.0975 0.1467 -0.7843
H 0.7219 0.0392 0.8551 0.2104
H 0.4763 0.4847 -0.8203 0.1715
H -0.0826 1.5898 0.5160 0.1809
H -1.8521 0.3983 -0.3390 0.4544
C -1.7949 -1.9598 1.8031 -0.2564
O -0.4896 -1.8516 1.2979 -0.8108
H -1.9647 -3.0359 1.7681 0.1615
H -1.7220 -1.6183 2.8357 0.1765
H -2.5641 -1.4347 1.2369 0.1651
H -0.4637 -1.1324 0.6626 0.4908
C -0.3666 -2.1427 -1.2260 -0.3565
O 0.9105 -2.0412 -1.8222 -0.6608
H -0.2854 -2.7920 -0.3542 0.2227
H -0.7484 -1.1863 -0.8686 0.2406
H -1.1205 -2.6124 -1.8577 0.1674
H 1.1779 -2.9479 -1.9893 0.4895
C 2.7171 1.6357 -0.7259 -0.2880
O 1.5559 2.4607 -0.6798 -0.7516
H 2.9388 1.3084 -1.7417 0.1791
H 3.5954 2.1857 -0.3880 0.1860
H 2.4984 0.6829 -0.2438 0.1935
H 1.4599 2.8515 0.1918 0.4675
```

Computed properties:
E_LUMO, eV: 0.06
Frontier orbital gap, eV: 8.60

---

Quick one: least stable of them? Q

---

P.
2 unconnected molecules or ions with the total composition C3H12N2OS. Source: OMol25; level of theory: the ωB97M-V functional and the def2-TZVPD basis.

Geometry as XYZ:
```
19
Properties=species:S:1:pos:R:3:nbo_charge:R:1
N -0.7353 1.7777 0.3174 -0.8719
C 0.5967 1.1713 0.4555 -0.2360
C 0.4590 -0.2878 0.0298 -0.0752
N 0.4390 -0.2635 -1.4464 -0.8975
C 1.4925 -1.4190 0.2674 -0.5239
S 2.0776 -1.6468 1.9800 -0.0555
H -1.2374 1.9509 1.2111 0.3841
H -1.2386 1.3668 -0.4697 0.3726
H 1.3548 1.3865 -0.3319 0.1806
H 1.1308 1.4678 1.4598 0.2212
H -0.4965 -0.7388 0.4186 0.1945
H 0.7172 0.5340 -2.0758 0.3822
H 0.7618 -1.0529 -1.8974 0.3634
H 1.1363 -2.3880 -0.1701 0.2177
H 2.4842 -1.1431 -0.2151 0.2141
H 0.8084 -1.1953 2.4955 0.1265
O -3.3266 -0.1318 -0.4029 -0.9266
H -2.8089 -0.1497 -1.2258 0.4684
H -3.6152 0.7617 -0.4000 0.4612
```

Computed properties:
E_LUMO, eV: 0.85
Frontier orbital gap, eV: 9.66
SMILES: NC[C@@H](N)CS.O

---

Q.
2 unconnected molecules or ions with the total composition C3H12N2OS. Source: OMol25; level of theory: the ωB97M-V functional and the def2-TZVPD basis.

Geometry as XYZ:
```
19
Properties=species:S:1:pos:R:3:nbo_charge:R:1
N -3.2716 -0.2129 0.2983 -0.8401
C -2.3050 0.5352 1.1612 -0.2295
C -0.8474 -0.0626 1.0564 -0.0584
N -0.4248 -0.0471 -0.3153 -0.8437
C 0.1472 0.5886 2.0726 -0.5322
S 1.8528 0.7281 1.4807 -0.0383
H -4.0242 -0.2982 0.9762 0.3528
H -3.7652 0.3320 -0.4000 0.3568
H -2.1969 1.5661 0.8140 0.1825
H -2.6149 0.2967 2.1770 0.1928
H -0.9857 -1.0404 1.5440 0.1574
H 0.0755 -0.8982 -0.5075 0.3715
H -1.1706 0.1520 -0.9645 0.3731
H -0.1343 1.6551 2.1155 0.2223
H 0.1857 0.0144 2.9970 0.2205
H 2.2324 -0.5208 1.1244 0.1127
O 2.6400 -1.8073 -5.8160 -0.9269
H 2.1683 -0.9711 -5.9578 0.4635
H 3.2526 -1.7476 -6.5846 0.4635
```

Computed properties:
E_LUMO, eV: 0.91
Frontier orbital gap, eV: 9.45
SMILES: NC[C@@H](N)CS.O

---

Quick one: least stable of them? P

---

P.
2 unconnected molecules or ions with the total composition C3H12N2OS. Source: OMol25; level of theory: the ωB97M-V functional and the def2-TZVPD basis.

Geometry as XYZ:
```
19
Properties=species:S:1:pos:R:3:nbo_charge:R:1
N 0.4133 -1.5096 -0.5682 -0.8606
C -0.7457 -0.6471 -0.2713 -0.2457
C -0.3297 0.7422 0.2508 -0.0701
N 0.6200 0.6256 1.3653 -0.8717
C -1.5138 1.5290 0.8862 -0.5293
S -1.2024 3.2285 1.4029 -0.0402
H 0.3436 -1.8188 -1.5306 0.3829
H 0.3238 -2.3430 -0.0003 0.3598
H -1.5074 -1.1791 0.3368 0.1826
H -1.2624 -0.2993 -1.1896 0.1901
H 0.0319 1.3941 -0.5617 0.2024
H 1.5950 0.7609 1.1555 0.3781
H 0.4374 -0.1565 1.9715 0.3612
H -2.0149 0.8735 1.6187 0.2046
H -2.3517 1.6795 0.1906 0.2163
H -0.2122 3.0640 2.3262 0.1405
O 2.2554 -1.9388 -2.7539 -0.9695
H 2.2677 -1.3315 -1.9880 0.4930
H 2.8520 -2.6735 -2.6408 0.4757
```

Computed properties:
E_LUMO, eV: 0.81
Frontier orbital gap, eV: 9.58
SMILES: NC[C@H](N)CS.O

---

Q.
2 unconnected molecules or ions with the total composition C3H12N2OS. Source: OMol25; level of theory: the ωB97M-V functional and the def2-TZVPD basis.

Geometry as XYZ:
```
19
Properties=species:S:1:pos:R:3:nbo_charge:R:1
N -0.2070 -1.9466 0.6415 -0.8527
C 0.6375 -2.0665 -0.5628 -0.2236
C 0.5256 -0.7807 -1.3620 -0.5316
S 1.3272 -0.9608 -2.9831 -0.0527
H -0.0821 -2.7618 1.2258 0.3652
H -1.1777 -1.8921 0.3617 0.3557
H 1.6630 -2.2143 -0.2387 0.1977
H 0.3472 -2.9199 -1.1900 0.1678
H 0.9725 0.0186 -0.7761 0.2491
H -0.5242 -0.5100 -1.4861 0.1976
H 1.8373 0.2744 -3.0383 0.1296
N -1.0248 3.0787 1.0912 -0.8366
C -0.9515 1.6643 1.1087 0.0906
O 0.4039 1.2056 1.2413 -0.7661
H -0.5063 3.4922 0.3286 0.3636
H -0.7311 3.4824 1.9691 0.3627
H -1.5267 1.2793 1.9506 0.1537
H -1.3541 1.2714 0.1778 0.1446
H 0.3711 0.2856 1.5407 0.4853
```

Computed properties:
E_LUMO, eV: 0.89
Frontier orbital gap, eV: 9.98
SMILES: NCCS.NCO

---

Quick one: least stable of them? P

---

P.
CH5N3 in the gas phase. Source: OMol25; level of theory: the ωB97M-V functional and the def2-TZVPD basis.

Geometry as XYZ:
```
9
Properties=species:S:1:pos:R:3:nbo_charge:R:1
H 1.9117 -1.0558 -0.2265 0.3141
N 2.0390 -0.0364 -0.0842 -0.6533
C 0.8786 0.3929 0.1659 0.2540
N -0.2808 -0.4413 0.1866 -0.4970
N -1.5791 0.0241 -0.1585 -0.6579
H 0.6973 1.4359 0.1787 0.1617
H -0.2048 -1.3643 -0.1282 0.3645
H -1.3496 0.8705 -0.7228 0.3539
H -2.1122 0.1744 0.7891 0.3600
```

Computed properties:
E_LUMO, eV: 1.06
Frontier orbital gap, eV: 10.11
SMILES: [H]/N=C\NN

---

Q.
CH5N3 in the gas phase. Source: OMol25; level of theory: the ωB97M-V functional and the def2-TZVPD basis.

Geometry as XYZ:
```
9
Properties=species:S:1:pos:R:3:nbo_charge:R:1
N 0.5049 -0.4790 1.2125 -0.8143
C 0.0388 -0.0800 0.0886 0.5957
N -0.7397 -0.8682 -0.7058 -0.8146
N 0.3288 1.2475 -0.4536 -0.8310
H 0.4434 0.2524 1.9143 0.3419
H -0.6993 -0.5294 -1.6569 0.3771
H -0.7726 -1.8489 -0.4854 0.4145
H -0.4787 1.4740 -1.0285 0.3537
H 0.3637 1.8501 0.3628 0.3769
```

Computed properties:
E_LUMO, eV: 0.84
Frontier orbital gap, eV: 9.76
SMILES: N=C(N)N

---

Quick one: least stable of them? P

---

P.
C5H7NS2 in the gas phase. Source: OMol25; level of theory: the ωB97M-V functional and the def2-TZVPD basis.

Geometry as XYZ:
```
15
Properties=species:S:1:pos:R:3:nbo_charge:R:1
S 0.3078 -0.2291 3.1283 -0.1483
C 0.6836 -0.0553 1.4904 0.0881
C -0.2516 0.2977 0.4259 -0.2651
C 0.2080 0.0051 -0.8745 0.0260
C -0.2442 0.4456 -2.1610 -0.6092
S -2.0210 0.5178 -2.2855 -0.0046
C 1.6126 -0.6828 -0.6525 -0.2656
N 1.7989 -0.3680 0.7780 -0.5881
H -1.1253 0.9499 0.5041 0.2410
H -0.0003 1.5076 -2.5044 0.2675
H 0.2840 -0.2258 -3.0768 0.2306
H -2.3114 -0.9766 -2.4120 0.1455
H 2.3498 -0.2409 -1.4980 0.2469
H 1.2556 -1.9289 -0.6787 0.2306
H 2.3169 -1.1917 1.3656 0.4047
```

Computed properties:
E_LUMO, eV: -0.33
Frontier orbital gap, eV: 8.06
SMILES: S=C1C=C(CS)CN1

---

Q.
A molecular structure, C5H7NS2. Source: OMol25; level of theory: the ωB97M-V functional and the def2-TZVPD basis.

Geometry as XYZ:
```
15
Properties=species:S:1:pos:R:3:nbo_charge:R:1
C -0.5329 1.0116 2.3865 -0.2770
C -0.5411 0.1967 1.1042 0.0622
C 0.1906 0.6609 0.1720 -0.3400
C 0.4800 -0.2092 -0.9983 -0.2372
C -1.3818 -1.1174 0.7894 -0.5280
H 1.3362 1.7971 3.1189 0.3477
H 0.5291 2.6622 1.3606 0.3537
H -0.2553 0.3841 3.2494 0.2127
H -1.6203 1.3804 2.6620 0.2006
H 1.0228 1.4089 0.3228 0.2326
H -1.4289 -1.7309 1.8658 0.2429
H -2.4301 -0.9322 0.6127 0.2391
N 0.2367 2.2321 2.5875 -0.7871
S 1.1831 0.2716 -2.4629 -0.0095
S -0.4393 -1.7622 -0.7889 0.2874
```

Computed properties:
E_LUMO, eV: -0.69
Frontier orbital gap, eV: 8.05

---

Quick one: least stable of them? Q

---

P.
C5H7NS2 in the gas phase. Source: OMol25; level of theory: the ωB97M-V functional and the def2-TZVPD basis.

Geometry as XYZ:
```
15
Properties=species:S:1:pos:R:3:nbo_charge:R:1
C -1.6694 0.5703 -1.2778 -0.3667
C -0.5929 0.2235 -0.6183 -0.0103
C 0.7492 -0.1136 -1.2328 -0.2571
N 1.6604 -0.0178 -0.0783 -0.5612
C 1.0713 0.1196 1.1118 0.1351
S 1.8384 0.2362 2.5667 -0.1658
C -0.4421 0.1323 0.8886 -0.4319
S -1.1664 -1.4517 1.4663 -0.0059
H -1.7396 0.6265 -2.3733 0.2087
H -2.5868 0.8241 -0.7188 0.2119
H 0.9646 0.5589 -2.0571 0.2162
H 0.7415 -1.1403 -1.6675 0.2127
H 2.6511 -0.1320 -0.1256 0.4187
H -0.8482 0.9535 1.4489 0.2538
H -0.6310 -1.3895 2.6671 0.1419
```

Computed properties:
E_LUMO, eV: 0.59
Frontier orbital gap, eV: 9.06
SMILES: C=C1CNC(=S)[C@@H]1S

---

Q.
C5H7NS2 in the gas phase. Source: OMol25; level of theory: the ωB97M-V functional and the def2-TZVPD basis.

Geometry as XYZ:
```
15
Properties=species:S:1:pos:R:3:nbo_charge:R:1
S 1.2927 -2.3676 -0.5909 0.1174
C 0.7541 -1.6889 0.7661 -0.3042
C 0.3416 -0.2554 0.9418 -0.1012
C 1.1799 0.9337 0.3668 -0.4410
C 0.0617 1.2480 -0.6341 -0.2294
N -0.6234 -0.0200 -0.2917 -0.3920
C -1.8133 -0.3268 -0.7584 -0.0089
S -2.8081 -1.3809 0.1590 -0.2198
H 0.2619 -2.4950 1.1819 0.2293
H -0.2380 0.0902 1.9205 0.2479
H 1.5356 1.6977 1.1695 0.2377
H 2.0011 0.5563 -0.3769 0.2388
H 0.4315 1.6179 -1.7442 0.2170
H -0.5368 2.1919 -0.3305 0.1937
H -1.8403 0.1988 -1.7790 0.2145
```

Computed properties:
E_LUMO, eV: -0.95
Frontier orbital gap, eV: 7.44
SMILES: S=C[C@H]1CCN1C=S

---

Quick one: least stable of them? Q